i:
Entry from the OMol25 dataset: an isolated molecule of C5H6N2S (ωB97M-V/def2-TZVPD).

Each line ends with the Mulliken charge.
CARTESIAN COORDINATES (ANGSTROEM)
C  0.00442  1.61268  -0.13068  -1.00
N  0.11476  0.23105  -0.08432  -0.22
C  -0.78262  -0.59146  -0.05236  0.16
C  -0.42775  -2.02529  -0.03620  -0.36
N  0.74907  -2.57485  0.00601  -0.51
C  1.89981  -1.85564  -0.02456  -0.23
C  2.07605  -0.50153  -0.08047  0.42
S  3.13228  0.65334  0.09958  -0.35
H  0.21951  1.97810  0.89473  0.34
H  0.75131  1.95762  -0.74088  0.32
H  -1.01429  1.98357  -0.38066  0.35
H  -1.80294  -0.35251  0.15545  0.39
H  -1.26308  -2.69617  0.24870  0.29
H  2.80326  -2.37794  -0.08029  0.39

Charge = 0

ii:
Entry from the OMol25 dataset: a cluster of 2 separate species, C5H6N2S in total (ωB97M-V/def2-TZVPD).

Each line ends with the Mulliken charge.
CARTESIAN COORDINATES (ANGSTROEM)
C  1.51709  1.62328  0.06997  -0.13
C  -0.29465  -0.07341  -1.14740  -0.65
C  -1.38568  0.76371  -1.15468  -0.21
C  -0.74119  -0.06000  1.33634  -0.65
C  0.14114  -0.51424  0.11758  0.62
N  2.20436  2.52573  0.16940  -0.50
N  0.99799  -1.58201  0.19027  -0.36
S  -1.88092  1.15861  0.41938  -0.10
H  0.18873  -0.37055  -2.03681  0.36
H  -1.71617  1.18795  -2.09644  0.40
H  -1.41301  -0.89201  1.50578  0.42
H  -0.22508  0.33059  2.20908  0.43
H  1.11564  -2.12003  -0.56716  0.17
H  1.49174  -1.97760  0.98470  0.21

Charge = 0

Stability summary: most stable i, least stable ii.

i:
Entry from the OMol25 dataset: a cluster of 2 separate species, C2H3N2O3 in total (ωB97M-V/def2-TZVPD).

Each line ends with the Mulliken charge.
CARTESIAN COORDINATES (ANGSTROEM)
C  -0.12826  0.62150  0.25979  -0.94
C  0.68067  -0.41536  0.09596  -0.16
N  -3.28213  0.20142  -0.64806  0.16
N  1.99799  -0.18827  -0.20682  0.75
O  -4.04402  -0.49760  -0.05095  -0.22
O  2.44301  0.97221  -0.46200  -0.76
O  2.73810  -1.19478  -0.25758  -0.76
H  0.16364  1.59729  0.29333  0.35
H  0.52036  -1.46782  0.42129  0.35
H  -1.08937  0.37141  0.55503  0.23

Charge = -1

ii:
Entry from the OMol25 dataset: the ion C2H3N2O3 with charge -1 (ωB97M-V/def2-TZVPD).

Each line ends with the Mulliken charge.
CARTESIAN COORDINATES (ANGSTROEM)
O  -2.79998  -0.01080  -2.37092  -0.51
C  -2.05783  -0.21332  -1.47686  0.68
N  -1.55660  -0.60735  -0.46929  -0.36
C  -0.08537  -0.55549  -0.24419  -0.47
N  0.69594  0.62471  -0.37435  -0.03
O  0.31637  1.27844  -1.45725  -0.70
O  0.35668  1.45098  0.97448  -0.50
H  0.24341  -0.96945  0.69833  0.32
H  0.20858  -1.25887  -1.03665  0.31
H  -0.62407  1.48342  1.03813  0.27

Charge = -1

Stability summary: most stable ii, least stable i.

i:
Entry from the OMol25 dataset: a cluster of 2 separate species, CH2IOP in total (ωB97M-V/def2-TZVPD).

Each line ends with the Mulliken charge.
CARTESIAN COORDINATES (ANGSTROEM)
C  0.83117  0.23383  -0.34112  -0.03
O  1.65587  -0.57372  -0.71012  -0.40
P  -0.42418  0.08383  0.98177  -0.04
I  -1.40000  -2.11904  0.85205  0.04
H  0.96825  1.24929  -0.37488  0.39
H  -1.63111  1.12580  -0.40770  0.04

Charge = 0

ii:
Entry from the OMol25 dataset: an isolated molecule of CH2IOP (ωB97M-V/def2-TZVPD).

Each line ends with the Mulliken charge.
CARTESIAN COORDINATES (ANGSTROEM)
C  -1.33773  0.39773  -1.24437  -0.69
O  1.74321  -1.19149  2.23140  -0.32
P  2.61152  -0.17584  1.65998  0.31
I  0.63349  0.76780  -0.35484  0.13
H  -1.46451  -0.51784  -1.81059  0.32
H  -2.18599  0.71964  -0.48158  0.25

Charge = 0

iii:
Entry from the OMol25 dataset: an isolated molecule of CH2IOP (ωB97M-V/def2-TZVPD).

Each line ends with the Mulliken charge.
CARTESIAN COORDINATES (ANGSTROEM)
C  0.01098  0.62226  0.10971  -0.68
O  -1.10063  -1.86050  -0.70270  -0.52
P  -0.21883  -1.16998  0.55022  0.38
I  2.07413  0.50766  -0.13537  0.14
H  -0.27637  1.14427  0.99067  0.36
H  -0.48927  0.75630  -0.81252  0.31

Charge = 0

Stability summary: most stable iii, least stable ii.

i:
Entry from the OMol25 dataset: an isolated molecule of CH2O4S (ωB97M-V/def2-TZVPD).

Each line ends with the Mulliken charge.
CARTESIAN COORDINATES (ANGSTROEM)
C  1.37384  -0.79907  0.33065  0.21
O  1.47382  -1.05425  -0.85086  -0.46
O  -2.20050  0.38741  0.83597  -0.45
O  0.18720  -0.45548  0.97124  -0.34
O  -0.77637  0.93183  -1.18106  -0.47
S  -1.27554  -0.18532  -0.07340  0.78
H  2.23319  -0.72731  0.99304  0.36
H  -1.01564  1.90219  -1.02559  0.36

Charge = 0

ii:
Entry from the OMol25 dataset: a structure of composition CH2O4S (ωB97M-V/def2-TZVPD).

Each line ends with the Mulliken charge.
CARTESIAN COORDINATES (ANGSTROEM)
C  -0.31313  1.70467  -0.66525  0.38
O  -0.08458  2.81771  -0.64495  -0.20
O  -0.53024  -1.17848  -0.63491  -0.63
O  1.91567  -1.54626  -0.74107  -0.51
O  0.99409  0.56115  0.09063  -0.53
S  0.78981  -0.94647  -0.11494  0.97
H  -0.98013  0.89293  -0.93872  0.39
H  0.80191  -1.33425  1.21687  0.13

Charge = 0

Stability summary: most stable i, least stable ii.

i:
Entry from the OMol25 dataset: an isolated molecule of C8H16N2O4 (ωB97M-V/def2-TZVPD).

Each line ends with the Mulliken charge.
CARTESIAN COORDINATES (ANGSTROEM)
C  -2.20134  -1.70899  -0.48433  -1.42
C  -0.94962  -2.15753  0.32151  0.77
C  -1.29322  -3.31185  1.27425  -1.29
C  -0.42810  -0.90641  1.07292  0.00
N  -0.42257  0.23587  0.31375  -0.01
C  0.57785  0.73562  -0.56174  0.18
O  1.56033  0.03959  -0.73775  -0.63
C  0.36625  2.16112  -1.21246  -0.04
N  -0.13567  3.10919  -0.32321  -0.60
C  1.87885  2.45734  -1.58279  -0.53
O  2.20754  3.76299  -2.05281  -0.49
C  1.01003  -1.05865  1.70301  0.19
O  1.37254  -2.15209  2.06266  -0.55
O  1.63890  0.25196  1.89847  -0.45
H  -2.02007  -0.83424  -1.07796  0.39
H  -3.14774  -1.54437  0.12267  0.26
H  -2.41229  -2.55125  -1.34060  0.34
H  -0.19110  -2.44765  -0.55742  0.15
H  -1.92650  -4.17267  0.84534  0.33
H  -1.94695  -2.93006  2.11614  0.30
H  -0.30646  -3.65951  1.59329  0.34
H  -0.93705  -0.78961  2.09196  0.24
H  -1.37885  0.75902  0.17759  0.41
H  -0.24212  1.88649  -2.08664  0.34
H  -0.01320  4.09959  -0.74276  0.30
H  0.30303  3.08830  0.65260  0.29
H  2.17427  1.55744  -2.26102  0.27
H  2.49054  2.31646  -0.56519  0.20
H  1.80092  3.65816  -2.90300  0.35
H  2.57183  0.10574  2.24352  0.35

Charge = 0

ii:
Entry from the OMol25 dataset: a cluster of 2 separate species, C8H16N2O4 in total (ωB97M-V/def2-TZVPD).

Each line ends with the Mulliken charge.
CARTESIAN COORDINATES (ANGSTROEM)
N  3.75318  -1.88999  -1.71976  -0.43
C  2.66240  -2.30737  -1.04169  -0.20
C  2.21931  -2.01292  0.18935  0.27
N  2.69819  -0.97239  1.14455  -0.57
C  0.99904  -2.63892  0.65910  0.50
O  0.33199  -2.21623  1.57189  -0.51
O  0.63502  -3.82613  -0.04440  -0.30
C  -0.32391  -3.60353  -0.94945  0.06
O  -0.90181  -2.60235  -1.18105  -0.49
H  3.84269  -2.13606  -2.66634  0.20
H  4.38358  -1.15728  -1.42009  0.17
H  2.17579  -3.08821  -1.50188  0.51
H  2.17461  -0.24509  1.53867  0.24
H  3.48481  -0.61779  0.70073  0.21
H  -0.60242  -4.57833  -1.57228  0.28
C  -0.36746  1.60053  1.58988  -1.40
C  -1.08018  0.79515  0.47927  1.70
C  -1.82478  1.61204  -0.54710  -1.51
C  -1.99216  -0.30179  1.07896  -1.13
O  -0.05762  0.12060  -0.23177  -0.54
H  0.82043  1.59577  1.46386  0.18
H  -0.62523  2.70475  1.54340  0.38
H  -0.48837  1.03116  2.52150  0.28
H  -1.64086  1.41141  -1.65070  0.28
H  -1.72259  2.71496  -0.46087  0.37
H  -2.90716  1.60185  -0.41385  0.34
H  -1.70332  -0.55625  2.07975  0.34
H  -3.04476  0.16254  1.15906  0.41
H  -1.74484  -1.21181  0.43802  0.12
H  -0.49395  -0.64325  -0.73969  0.24

Charge = 0

iii:
Entry from the OMol25 dataset: a cluster of 2 separate species, C8H16N2O4 in total (ωB97M-V/def2-TZVPD).

Each line ends with the Mulliken charge.
CARTESIAN COORDINATES (ANGSTROEM)
C  -1.54404  -2.23045  0.63381  -1.59
C  -1.96988  -0.80179  0.11277  1.46
C  -2.00315  -0.86796  -1.42572  -1.27
C  -3.43403  -0.48983  0.63479  -1.34
C  -1.07307  0.34775  0.63676  -1.04
N  -1.26363  1.53237  0.14628  0.82
O  -1.89567  2.04584  -0.77903  -0.74
O  -0.56449  2.55645  0.98509  -0.53
H  -0.73052  -2.08896  1.37853  0.30
H  -2.41920  -2.58565  1.11256  0.49
H  -1.19646  -2.90457  -0.09597  0.34
H  -0.90800  -1.21491  -1.70404  0.25
H  -2.37201  0.09374  -1.81852  0.44
H  -2.82386  -1.61244  -1.51036  0.39
H  -3.47992  -0.80296  1.71358  0.40
H  -4.01819  -1.18805  -0.05933  0.38
H  -3.74706  0.56961  0.30163  0.35
H  -0.56245  0.32390  1.57026  0.53
H  -1.15248  3.34655  0.93054  0.34
C  2.48987  1.71940  -0.78771  -0.68
C  3.19146  0.64023  -0.28531  0.61
C  4.70343  0.45190  -0.21088  -1.01
N  2.51271  -0.50245  0.20607  0.84
O  1.41488  -0.81674  -0.24857  -0.49
O  3.05207  -1.13609  1.06204  -0.56
H  1.43468  1.65735  -0.58416  0.12
H  2.94855  2.58197  -1.22435  0.32
H  4.94379  -0.60575  -0.16323  0.34
H  5.32113  0.79246  -1.15256  0.32
H  5.14554  1.18905  0.62506  0.22

Charge = 0

Stability summary: most stable i, least stable iii.

i:
Entry from the OMol25 dataset: a structure of composition CH5BO3 (ωB97M-V/def2-TZVPD).

Each line ends with the Mulliken charge.
CARTESIAN COORDINATES (ANGSTROEM)
B  1.08366  0.23711  -0.09684  0.60
C  -1.30936  -0.10660  0.31262  -0.58
O  1.24329  1.29821  -0.87174  -0.42
O  2.79301  -0.54491  0.35206  -0.67
O  0.07495  -0.54534  0.32426  -0.34
H  -1.87696  -0.96462  0.62661  0.26
H  -1.78755  0.22323  -0.74835  0.25
H  -1.38369  0.69657  0.97890  0.31
H  2.15853  1.44218  -1.18105  0.34
H  2.49109  -1.50612  0.14392  0.25

Charge = 0

ii:
Entry from the OMol25 dataset: an isolated molecule of CH5BO3 (ωB97M-V/def2-TZVPD).

Each line ends with the Mulliken charge.
CARTESIAN COORDINATES (ANGSTROEM)
C  -1.28888  0.79282  -0.14298  -0.55
O  0.10818  1.01650  -0.08099  -0.29
B  1.01428  0.06492  -0.03705  0.63
O  0.86386  -1.25817  -0.00764  -0.46
O  2.64101  0.76180  -0.02752  -0.60
H  -1.76693  1.54584  0.48436  0.23
H  -1.55068  -0.20693  0.20264  0.28
H  -1.62126  0.92018  -1.17419  0.25
H  1.63881  -1.81596  0.02136  0.28
H  3.24500  0.03324  0.11768  0.23

Charge = 0

Stability summary: most stable ii, least stable i.